Entry 1:
Formula: C5H10O2
Source: OMol25
Level of theory: ωB97M-V with the def2-TZVPD basis set

Each line ends with the Löwdin charge.
Geometry (Å):
C  -1.24  -1.88  -0.03  -0.033
C  -0.89  -0.42  -0.15  -0.358
C  0.07  0.05  0.95  -0.189
O  0.51  1.36  0.71  -0.184
C  -0.31  0.89  -2.09  0.063
C  1.86  1.44  0.29  -0.104
O  -0.21  -0.22  -1.42  -0.163
H  -1.90  -2.20  -0.84  0.088
H  -1.75  -2.08  0.92  0.089
H  -0.33  -2.49  -0.07  0.090
H  -1.78  0.22  -0.16  0.145
H  0.91  -0.66  1.01  0.134
H  -0.47  0.02  1.91  0.138
H  -1.08  1.52  -1.56  0.015
H  2.54  1.11  1.08  0.091
H  2.04  0.84  -0.61  0.084
H  2.05  2.49  0.06  0.095

Values from the calculation:
2S+1: 1
DFT total energy: -346.8553 a.u.
HOMO: -8.4 eV
Energy relative to the best compared isomer or geometry (same formula, charge and spin): 446.6 kJ/mol
Total charge: 0

Entry 2:
Formula: C5H10O2P
Source: OMol25
Level of theory: ωB97M-V with the def2-TZVPD basis set

Each line ends with the Löwdin charge.
Geometry (Å):
C  -0.43  -0.49  0.54  -0.408
C  0.33  0.44  -0.03  -0.220
C  -1.47  -1.08  -0.36  -0.111
C  -0.34  -1.09  1.92  -0.061
C  1.57  1.17  0.56  -0.154
O  0.44  -0.30  -2.90  -0.427
O  -1.12  1.68  -2.33  -0.453
P  0.11  0.89  -2.11  0.350
H  -1.89  -0.36  -1.00  0.023
H  -2.24  -1.76  0.09  0.081
H  -0.78  -1.60  -1.13  0.096
H  -0.96  -0.46  2.62  0.102
H  0.59  -1.27  2.22  0.016
H  -0.89  -1.97  1.76  0.042
H  1.29  2.16  0.89  0.047
H  2.23  0.86  1.43  0.071
H  2.30  1.34  -0.19  0.001
H  1.28  1.84  -1.96  0.006

Values from the calculation:
2S+1: 1
DFT total energy: -688.3848 a.u.
HOMO: -4.4 eV
Energy relative to the best compared isomer or geometry (same formula, charge and spin): 109.6 kJ/mol
Total charge: -1
SMILES: CC(C)=C(C)[P@@H](=O)[O-]

Entry 3:
Formula: C5H10O2Si2
Source: OMol25
Level of theory: ωB97M-V with the def2-TZVPD basis set

Each line ends with the Löwdin charge.
Geometry (Å):
C  1.51  -1.45  2.74  -0.068
C  0.96  -0.21  2.41  -0.120
C  1.34  -2.22  1.55  -0.094
C  0.45  -0.21  1.13  -0.299
C  0.68  1.53  -1.69  -0.176
O  0.81  -1.43  0.59  -0.049
O  -1.71  0.58  -0.57  -0.452
Si  -2.34  0.00  -1.93  0.506
Si  -0.21  1.06  -0.06  0.536
H  1.56  -1.72  3.80  0.105
H  0.99  0.56  3.18  0.109
H  1.89  -3.18  1.35  0.132
H  0.77  0.66  -2.35  0.017
H  -0.22  2.03  -2.09  0.016
H  1.54  2.19  -1.76  0.027
H  -1.45  -0.45  -3.08  -0.050
H  -3.11  -1.20  -1.75  -0.079
H  -3.02  1.23  -2.19  -0.055
H  -0.44  2.22  0.71  -0.004

Values from the calculation:
2S+1: 1
DFT total energy: -925.9929 a.u.
HOMO: -8.8 eV
Energy relative to the best compared isomer or geometry (same formula, charge and spin): 0.0 kJ/mol
Total charge: 0
SMILES: C[Si@@H](O[SiH3])c1ccco1

Entry 4:
Formula: C5H10O3
Source: OMol25
Level of theory: ωB97M-V with the def2-TZVPD basis set

Each line ends with the Löwdin charge.
Geometry (Å):
C  1.70  -1.75  0.67  0.017
C  0.27  -1.36  0.81  -0.442
O  -0.24  -0.86  -0.78  -0.040
O  -0.60  -1.84  1.45  0.129
H  -1.13  -1.23  -0.87  0.106
H  2.22  -1.11  -0.03  0.085
H  2.16  -1.69  1.65  0.102
H  1.73  -2.79  0.32  0.100
C  0.35  1.63  -1.11  -0.005
C  -1.76  0.99  0.20  -0.004
C  -0.29  0.77  -0.05  -0.544
O  0.45  0.47  0.98  -0.049
H  -0.25  1.66  -2.03  0.087
H  1.35  1.27  -1.33  0.088
H  0.43  2.65  -0.72  0.097
H  -1.87  1.96  0.69  0.099
H  -2.14  0.23  0.88  0.087
H  -2.34  1.01  -0.72  0.088

Values from the calculation:
2S+1: 1
DFT total energy: -422.1790 a.u.
HOMO: -9.6 eV
Energy relative to the best compared isomer or geometry (same formula, charge and spin): 203.7 kJ/mol
Total charge: 0

Entry 5:
Formula: C5H10O3Tb
Source: OMol25
Level of theory: ωB97M-V with the def2-TZVPD basis set

Each line ends with the Löwdin charge.
Geometry (Å):
C  0.20  2.30  -0.27  -0.173
O  -0.62  1.11  -0.56  -0.265
C  -1.28  0.44  0.48  -0.178
C  -1.23  -1.04  0.16  -0.149
O  0.14  -1.42  -0.04  -0.418
C  0.31  -2.81  -0.28  -0.044
H  -0.08  3.03  -1.05  0.125
H  -0.08  2.60  0.76  0.125
H  -2.33  0.75  0.56  0.156
H  -0.78  0.63  1.45  0.147
H  -1.80  -1.26  -0.75  0.151
H  -1.64  -1.62  1.00  0.154
H  1.37  -2.99  -0.47  0.098
H  -0.01  -3.38  0.60  0.119
H  -0.29  -3.12  -1.16  0.117
Tb  1.58  0.13  -0.67  1.796
O  2.28  1.31  0.79  -0.395
C  1.89  2.17  -0.26  -0.469
H  2.38  3.16  -0.28  0.102

Values from the calculation:
2S+1: 7
DFT total energy: -1246.3493 a.u.
HOMO (spin up / spin down): -10.9 / -11.0 eV
Energy relative to the best compared isomer or geometry (same formula, charge and spin): 56.9 kJ/mol
Total charge: +1

Entry 6:
Formula: C5H10O4
Source: OMol25
Level of theory: ωB97M-V with the def2-TZVPD basis set

Each line ends with the Löwdin charge.
Geometry (Å):
C  -0.22  -0.12  0.73  -0.494
C  1.03  -0.64  0.00  -0.266
C  0.09  0.86  1.86  0.020
C  0.23  -1.18  -1.52  0.003
C  -0.99  0.51  -0.43  -0.475
O  -0.95  -1.22  1.20  0.023
O  -0.33  1.64  -0.89  0.085
O  1.98  0.27  -0.28  0.002
O  -2.19  0.33  -0.58  0.116
H  -1.87  -1.09  0.89  0.105
H  -0.88  2.07  -1.56  0.141
H  1.56  1.05  -0.70  0.102
H  1.46  -1.53  0.46  0.156
H  0.76  1.65  1.53  0.084
H  -0.84  1.30  2.21  0.097
H  0.57  0.31  2.67  0.098
H  -0.40  -2.03  -1.27  0.069
H  -0.15  -0.57  -2.34  0.074
H  1.14  -1.59  -1.97  0.062

Values from the calculation:
2S+1: 1
DFT total energy: -497.4395 a.u.
HOMO: -9.6 eV
Energy relative to the best compared isomer or geometry (same formula, charge and spin): 180.9 kJ/mol
Total charge: 0
SMILES: C[C@@H](O)[C@](C)(O)C(=O)O

Entry 7:
Formula: C5H10O5
Source: OMol25
Level of theory: ωB97M-V with the def2-TZVPD basis set

Each line ends with the Löwdin charge.
Geometry (Å):
C  1.94  -0.27  -0.85  0.010
C  0.94  0.15  0.11  -0.526
C  -0.91  1.55  0.01  -0.141
C  -1.37  0.20  -0.48  -0.271
C  -0.32  -0.76  0.12  -0.473
H  2.68  0.55  -0.97  0.110
H  1.43  -0.33  -1.84  0.113
H  2.47  -1.26  -0.69  0.128
H  1.67  1.04  1.53  0.123
H  -1.27  1.75  1.01  0.133
H  -1.22  2.43  -0.55  0.139
H  -1.23  0.20  -1.53  0.159
H  -2.67  -0.24  0.83  0.088
H  0.07  -0.92  1.88  0.101
H  -0.69  -2.55  -0.42  0.178
O  1.37  0.14  1.45  0.050
O  0.45  1.46  -0.17  -0.020
O  -2.67  -0.09  -0.11  0.029
O  -0.71  -1.21  1.37  0.074
O  0.03  -1.86  -0.71  -0.004

Values from the calculation:
2S+1: 1
DFT total energy: -572.6946 a.u.
HOMO: -9.8 eV
Energy relative to the best compared isomer or geometry (same formula, charge and spin): 130.4 kJ/mol
Total charge: 0
SMILES: C[C@@]1(O)OC[C@H](O)C1(O)O

Entry 8:
Formula: C5H10O5
Source: OMol25
Level of theory: ωB97M-V with the def2-TZVPD basis set

Each line ends with the Löwdin charge.
Geometry (Å):
C  -2.49  -1.10  2.36  -0.062
C  -1.48  -0.13  1.80  -0.276
O  -1.50  -0.11  0.39  -0.125
C  -0.58  0.80  -0.13  -0.194
C  0.08  0.27  -1.39  -0.092
O  1.47  0.60  -1.32  0.058
C  2.23  -0.11  -2.11  -0.655
O  2.13  -1.24  -2.33  0.229
O  3.21  0.62  -2.72  0.011
O  4.07  1.06  -1.69  0.032
H  -2.02  -1.61  3.19  0.069
H  -2.78  -1.87  1.66  0.077
H  -3.35  -0.62  2.77  0.065
H  -1.68  0.85  2.21  0.118
H  -0.49  -0.44  2.13  0.114
H  -1.02  1.77  -0.34  0.128
H  0.23  1.00  0.56  0.123
H  -0.12  -0.78  -1.52  0.132
H  -0.35  0.80  -2.23  0.133
H  4.43  0.24  -1.31  0.114

Values from the calculation:
2S+1: 1
DFT total energy: -572.5747 a.u.
HOMO: -10.1 eV
Energy relative to the best compared isomer or geometry (same formula, charge and spin): 445.2 kJ/mol
Total charge: 0
SMILES: CCOCCOC(=O)OO

Entry 9:
Formula: C5H10O5P
Source: OMol25
Level of theory: ωB97M-V with the def2-TZVPD basis set

Each line ends with the Löwdin charge.
Geometry (Å):
C  0.57  -2.55  0.55  0.034
C  0.23  -1.41  -0.54  -0.700
C  -0.15  3.19  -0.71  -0.124
C  0.56  -1.85  1.81  -0.028
C  -0.75  1.86  -1.15  -0.249
O  -0.39  0.95  1.53  -0.213
O  1.01  -0.26  -0.37  -0.066
O  -1.04  -0.87  -0.27  -0.058
O  0.37  -2.02  -1.72  0.144
O  -0.52  -1.66  2.40  0.238
P  -0.36  0.62  0.11  0.702
H  -0.24  -3.27  0.42  0.163
H  -0.60  3.51  0.23  0.082
H  0.92  3.09  -0.55  0.083
H  -0.32  3.95  -1.46  0.088
H  1.49  -1.38  2.15  0.184
H  1.54  -2.95  0.26  0.156
H  -0.36  1.55  -2.12  0.103
H  -1.84  1.92  -1.22  0.111
H  0.42  -1.42  -2.47  0.156
H  -0.54  -1.00  3.13  0.195

Values from the calculation:
2S+1: 1
DFT total energy: -913.8599 a.u.
HOMO: -15.4 eV
Energy relative to the best compared isomer or geometry (same formula, charge and spin): 0.0 kJ/mol
Total charge: +1

Entry 10:
Formula: C5H10O5Rb
Source: OMol25
Level of theory: ωB97M-V with the def2-TZVPD basis set

Each line ends with the Löwdin charge.
Geometry (Å):
Rb  -27.61  -24.06  27.30  0.937
O  -25.91  -27.29  31.91  -0.044
C  -24.78  -26.94  31.09  -0.254
C  -24.85  -25.72  30.07  -0.400
O  -25.74  -25.69  28.89  -0.567
H  -24.40  -27.87  30.66  0.094
H  -24.05  -26.61  31.84  0.108
H  -23.86  -25.37  29.78  0.071
H  -25.10  -24.83  30.65  0.064
C  -26.54  -19.79  26.10  -0.034
O  -27.88  -19.46  25.82  0.004
C  -28.88  -20.34  26.04  -0.549
O  -28.82  -21.48  26.50  -0.025
O  -29.99  -19.77  25.57  0.005
C  -31.25  -20.50  25.46  0.000
H  -26.40  -20.07  27.14  0.104
H  -25.94  -18.93  25.80  0.103
H  -26.23  -20.61  25.44  0.099
H  -31.28  -20.88  24.44  0.099
H  -32.11  -19.84  25.59  0.094
H  -31.37  -21.28  26.21  0.092

Values from the calculation:
2S+1: 2
DFT total energy: -596.6482 a.u.
HOMO (spin up / spin down): -6.1 / -6.1 eV
Energy relative to the best compared isomer or geometry (same formula, charge and spin): 155.5 kJ/mol
Total charge: 0

Entry 11:
Formula: C5H10OS
Source: OMol25
Level of theory: ωB97M-V with the def2-TZVPD basis set

Each line ends with the Löwdin charge.
Geometry (Å):
O  3.16  -0.75  -1.23  0.056
C  2.14  -1.17  -0.76  -0.262
C  0.86  -0.36  -0.70  -0.172
C  -0.17  -0.96  0.25  -0.273
C  -0.47  -0.14  1.49  -0.521
S  -0.69  1.64  1.25  0.803
C  -1.50  1.82  -0.36  -0.396
H  2.08  -2.19  -0.32  0.120
H  0.47  -0.33  -1.72  0.127
H  1.16  0.62  -0.35  0.092
H  -1.13  -1.10  -0.25  0.097
H  0.11  -1.98  0.51  0.100
H  -1.34  -0.56  2.02  0.073
H  0.33  -0.21  2.22  0.070
H  -0.77  2.21  -1.06  0.025
H  -1.95  0.92  -0.78  0.039
H  -2.30  2.54  -0.20  0.022

Values from the calculation:
2S+1: 1
DFT total energy: -669.9096 a.u.
HOMO: -8.7 eV
Energy relative to the best compared isomer or geometry (same formula, charge and spin): 70.5 kJ/mol
Total charge: 0
SMILES: CSCCCC=O

Entry 12:
Formula: C5H10OS2
Source: OMol25
Level of theory: ωB97M-V with the def2-TZVPD basis set

Each line ends with the Löwdin charge.
Geometry (Å):
C  0.11  2.46  -0.55  0.033
C  0.27  1.83  0.77  -0.343
C  -0.11  0.34  0.51  -0.750
C  -1.90  -1.09  -1.13  -0.384
C  1.19  -1.87  0.95  -0.225
O  2.35  0.11  -0.39  -0.521
S  -1.75  -0.15  0.43  0.842
S  1.09  -0.63  -0.43  0.827
H  -0.89  2.62  -0.93  0.051
H  0.90  2.38  -1.27  0.051
H  1.31  1.84  1.11  0.097
H  -0.39  2.24  1.54  0.100
H  -1.61  -0.46  -1.96  0.038
H  -2.94  -1.37  -1.20  0.031
H  -1.27  -1.98  -1.09  0.015
H  1.34  -1.32  1.88  0.055
H  2.02  -2.54  0.77  0.048
H  0.26  -2.42  0.99  0.035

Values from the calculation:
2S+1: 1
DFT total energy: -1067.9766 a.u.
HOMO (spin up / spin down): -8.2 / -7.5 eV
Energy relative to the best compared isomer or geometry (same formula, charge and spin): 366.1 kJ/mol
Total charge: 0

Entry 13:
Formula: C5H10OSe
Source: OMol25
Level of theory: ωB97M-V with the def2-TZVPD basis set

Each line ends with the Löwdin charge.
Geometry (Å):
C  0.13  -0.89  -0.86  -0.283
C  0.83  0.25  -1.66  -0.162
C  0.42  -1.15  0.60  -0.403
C  -1.83  0.22  1.90  -0.455
C  0.21  1.65  -1.61  -0.280
O  0.37  2.40  -0.71  0.025
Se  -0.04  0.51  1.73  1.013
H  -1.04  -0.75  -0.85  0.135
H  0.38  -1.87  -1.39  0.120
H  1.84  0.37  -1.37  0.095
H  0.92  -0.18  -2.69  0.116
H  -0.10  -2.04  0.96  0.086
H  1.44  -1.17  0.88  0.027
H  -1.96  1.28  2.20  -0.075
H  -2.21  -0.37  2.68  -0.059
H  -0.32  1.91  -2.59  0.130
H  0.95  -0.17  2.79  -0.032

Values from the calculation:
2S+1: 1
DFT total energy: -2673.0064 a.u.
HOMO: -7.8 eV
Total charge: 0

Entry 14:
Formula: C5H10S
Source: OMol25
Level of theory: ωB97M-V with the def2-TZVPD basis set

Each line ends with the Löwdin charge.
Geometry (Å):
C  0.50  1.42  -0.41  -0.164
C  0.08  -0.02  0.03  -0.573
C  -1.28  -0.03  0.90  -0.509
C  1.42  -0.82  0.32  -0.155
C  0.68  -1.15  -0.92  -0.125
H  1.41  1.53  -1.27  0.116
H  -0.27  2.33  -0.87  0.120
H  0.93  2.03  0.58  0.106
H  -1.04  -0.68  2.09  0.185
H  -1.56  1.26  1.05  0.115
H  -3.43  -0.88  0.36  -0.126
H  1.42  -1.65  1.10  0.113
H  2.45  -0.41  0.23  0.105
H  1.08  -0.69  -1.86  0.120
H  0.12  -1.97  -0.85  0.040
S  -2.51  -0.25  -0.48  0.632

Values from the calculation:
2S+1: 1
DFT total energy: -594.4998 a.u.
HOMO: -8.8 eV
Energy relative to the best compared isomer or geometry (same formula, charge and spin): 512.7 kJ/mol
Total charge: 0